No. 1
Molecular formula: C28H31N4O3Ti
Method: DFT, wB97M-V/def2-TZVPD

The geometry in ORCA input format:
```
! wB97M-V def2-TZVPD RIJCOSX def2/J DEFGRID3
* xyz 2 2
Ti -0.089 -1.177 -0.192
N -0.180 -1.634 1.947
C 0.804 -0.812 2.706
C 2.101 -1.590 2.939
C 2.635 -2.322 1.703
C 3.136 -1.412 0.583
N 2.022 -0.710 -0.100
H -1.116 -1.287 2.187
H -0.131 -2.592 2.315
H 0.394 -0.537 3.686
H 0.978 0.120 2.154
H 1.920 -2.336 3.718
H 2.860 -0.900 3.314
H 1.875 -3.002 1.294
H 3.475 -2.941 2.025
H 3.677 -2.031 -0.139
H 3.848 -0.685 0.992
H 2.305 -0.522 -1.069
H 1.958 0.230 0.306
O 1.508 2.050 0.171
C 0.211 2.437 -0.355
C -0.364 1.027 -0.482
O -0.927 0.443 0.480
O -0.053 0.296 -1.466
C 0.289 3.071 -1.731
C 1.447 3.677 -2.201
C 1.440 4.338 -3.419
C 0.284 4.385 -4.178
C -0.857 3.730 -3.741
C -0.858 3.079 -2.519
C -0.436 3.359 0.672
C -0.963 2.878 1.867
C -1.423 3.754 2.837
C -1.340 5.121 2.647
C -0.783 5.608 1.477
C -0.338 4.738 0.496
H 1.982 2.868 0.380
H 2.355 3.661 -1.613
H 2.338 4.824 -3.770
H 0.270 4.935 -5.106
H -1.748 3.737 -4.349
H -1.758 2.595 -2.163
H -1.015 1.817 2.059
H -1.841 3.355 3.748
H -1.684 5.804 3.408
H -0.666 6.670 1.331
H 0.107 5.149 -0.397
C -4.332 -1.973 -0.204
C -4.354 -3.369 -0.229
C -3.153 -4.047 -0.290
C -1.957 -3.322 -0.343
N -1.938 -1.959 -0.283
C -3.119 -1.315 -0.217
C -0.658 -3.907 -0.615
C -0.402 -5.281 -0.699
C 0.820 -5.721 -1.162
C 1.742 -4.768 -1.609
C 1.450 -3.431 -1.464
N 0.305 -2.981 -0.912
H -5.252 -1.411 -0.184
H -5.288 -3.906 -0.221
H -3.138 -5.124 -0.333
H -3.083 -0.231 -0.171
H -1.161 -5.989 -0.410
H 1.049 -6.774 -1.214
H 2.673 -5.069 -2.059
H 2.144 -2.684 -1.833
*
```

The value obtained for the molar mass is 519.45 g/mol. The calculation puts the energy above the lowest of the compared OMol25 structures with the same formula, charge and spin at 82.7 kJ/mol. The calculation puts the gap between HOMO and LUMO (spin up / spin down) at 6.51 / 6.44 eV. Its expectation value of S² is 0.75.

No. 2
Molecular formula: C28H31N5O6S2Ti
Method: DFT, wB97M-V/def2-TZVPD

The geometry in ORCA input format:
```
! wB97M-V def2-TZVPD RIJCOSX def2/J DEFGRID3
* xyz -2 3
Ti 0.781 -0.129 -0.495
O 1.713 1.407 -0.060
C 2.054 2.705 -0.103
C 2.858 3.242 0.882
C 3.262 4.594 0.851
C 2.826 5.405 -0.201
C 2.014 4.881 -1.194
C 1.600 3.518 -1.197
C 0.728 2.990 -2.176
N 0.428 1.689 -2.321
C -0.712 1.444 -3.142
C -0.923 -0.044 -3.198
N -0.802 -0.641 -1.864
C -1.752 -1.396 -1.511
C -1.667 -2.355 -0.417
C -2.796 -3.027 0.034
C -2.710 -4.009 1.001
C -1.439 -4.334 1.513
C -0.301 -3.714 1.060
C -0.375 -2.694 0.073
O 0.669 -2.126 -0.403
H 3.156 2.582 1.693
H 3.891 4.996 1.638
H 3.126 6.449 -0.243
H 1.670 5.519 -2.006
H 0.236 3.726 -2.822
H -0.594 1.825 -4.176
H -1.627 1.913 -2.728
H -0.138 -0.492 -3.806
H -1.885 -0.300 -3.650
H -2.667 -1.400 -2.108
H -3.763 -2.755 -0.384
H -3.599 -4.512 1.361
H -1.354 -5.086 2.290
H 0.677 -3.952 1.464
C -6.935 -0.900 1.876
C -5.516 -0.402 1.736
C -4.454 -1.105 2.285
C -3.146 -0.644 2.161
C -2.892 0.531 1.484
C -3.942 1.244 0.916
C -5.243 0.777 1.048
S -1.216 1.145 1.320
O -1.210 1.792 0.029
O -1.042 1.973 2.490
N -0.276 -0.113 1.276
C 0.474 -0.505 2.496
C 1.919 -0.936 2.202
O 2.568 -1.357 3.176
O 2.304 -0.829 1.001
H -6.956 -1.934 2.227
H -7.467 -0.856 0.922
H -7.500 -0.295 2.592
H -4.642 -2.045 2.797
H -2.316 -1.221 2.559
H -3.716 2.149 0.362
H -6.063 1.330 0.597
H 0.000 -1.359 2.988
H 0.518 0.307 3.216
C 4.352 -3.183 -1.324
N 4.749 -1.802 -1.059
C 3.929 -0.785 -1.354
S 2.619 -0.912 -2.370
N 4.317 0.385 -0.738
C 5.476 1.075 -1.301
H 5.186 -3.838 -1.071
H 4.107 -3.303 -2.374
H 3.470 -3.447 -0.740
H 5.128 -1.644 -0.135
H 3.504 0.993 -0.636
H 5.319 1.352 -2.351
H 6.372 0.456 -1.233
H 5.634 1.985 -0.726
*
```

The value obtained for the molar mass is 645.59 g/mol. The calculation puts the energy above the lowest of the compared OMol25 structures with the same formula, charge and spin at 159.4 kJ/mol. The calculation puts the gap between HOMO and LUMO (spin up / spin down) at 2.86 / 5.77 eV. Its expectation value of S² is 2.03.

No. 3
Molecular formula: C28H32AlCl3F3LiN3NaO12S2
Method: DFT, wB97M-V/def2-TZVPD

The geometry in ORCA input format:
```
! wB97M-V def2-TZVPD RIJCOSX def2/J DEFGRID3
* xyz 2 1
O 1.338 0.706 3.983
C 1.342 0.849 2.637
O 2.366 0.110 1.880
C 0.165 1.805 1.935
C -1.204 0.849 1.938
C -1.270 -0.385 0.879
N -2.382 -1.386 0.742
C -3.445 -1.070 1.755
C -4.755 -2.102 1.804
C -6.019 -1.937 2.835
C -6.034 -0.669 3.877
Cl -7.506 -0.476 5.008
C -4.734 0.365 3.840
C -3.442 0.174 2.802
N -2.312 1.159 2.904
H 2.110 -0.871 1.814
H 0.011 2.822 2.499
H 0.431 1.970 0.785
H -0.344 -0.509 0.138
H -4.781 -3.033 1.058
H -6.930 -2.685 2.844
H -4.781 1.258 4.631
C 0.449 -3.026 -4.501
C -0.531 -3.083 -3.511
C -0.285 -2.534 -2.252
C 0.939 -1.920 -1.987
C 1.918 -1.860 -2.979
C 1.675 -2.417 -4.234
H 0.258 -3.457 -5.481
H -1.488 -3.555 -3.720
H -1.047 -2.584 -1.479
H 1.129 -1.488 -1.008
H 2.871 -1.380 -2.772
H 2.440 -2.375 -5.005
Na 0.694 0.421 -1.215
O -5.833 -0.744 -2.807
Cl -5.006 -0.796 -1.618
O -3.761 -0.095 -1.864
O -4.724 -2.179 -1.285
O -5.705 -0.167 -0.514
F -7.455 -8.686 4.908
C -7.282 -7.358 4.908
C -8.249 -6.542 4.331
C -8.071 -5.158 4.335
C -6.922 -4.606 4.907
C -5.955 -5.434 5.479
C -6.138 -6.817 5.484
H -9.131 -6.989 3.884
H -8.825 -4.511 3.894
H -6.782 -3.527 4.906
H -5.060 -5.002 5.920
H -5.401 -7.474 5.933
N 3.874 5.619 -0.220
S 3.890 4.831 1.139
O 5.190 4.466 1.690
O 2.802 3.893 1.391
F 3.479 6.016 2.137
S 4.314 4.704 -1.421
O 4.629 5.446 -2.641
O 3.582 3.464 -1.649
F 5.761 4.181 -0.998
Li 2.969 5.291 -3.403
Al 2.669 7.716 -2.653
C 7.336 5.832 4.525
C 6.745 7.039 5.225
O 6.278 7.975 4.265
H 8.163 6.132 3.874
H 7.704 5.102 5.252
H 6.588 5.349 3.888
H 7.501 7.531 5.843
H 5.908 6.749 5.868
H 5.601 7.531 3.727
Cl -5.731 2.232 5.619
C 4.456 -0.803 -9.067
C 4.785 0.191 -7.983
C 3.652 -0.022 -7.003
O 3.261 -1.397 -7.111
C 3.887 -1.959 -8.273
H 5.316 -1.088 -9.678
H 3.687 -0.389 -9.729
H 5.740 -0.074 -7.514
H 4.854 1.222 -8.338
H 2.784 0.594 -7.260
H 3.943 0.198 -5.972
H 4.679 -2.634 -7.933
H 3.155 -2.538 -8.842
*
```

The value obtained for the molar mass is 886.97 g/mol. The calculation puts the gap between HOMO and LUMO at 2.49 eV.